Density functional theory data (ωB97M-V/def2-TZVPD) for a structure of composition C27H63AgN9O9 in a non-equilibrium geometry.

Atoms and positions in Å:
Ag: 0.269 0.256 -0.435
C: 5.844 -2.529 0.552
C: 6.001 -1.766 1.801
O: 7.124 -1.575 2.267
N: 4.870 -1.333 2.388
C: 4.959 -0.512 3.556
H: 6.836 -2.536 0.100
H: 5.183 -2.041 -0.164
H: 5.375 -3.489 0.769
H: 3.973 -1.568 1.988
H: 5.929 -0.414 4.043
H: 4.290 -0.911 4.319
H: 4.638 0.459 3.180
C: 1.008 0.876 3.637
C: 0.192 -0.270 3.037
O: -0.311 -0.131 1.941
N: -0.003 -1.370 3.801
C: -0.677 -2.554 3.263
H: 2.091 0.851 3.513
H: 0.818 1.068 4.693
H: 0.690 1.754 3.076
H: 0.640 -1.468 4.573
H: -1.260 -2.482 2.345
H: -1.425 -2.795 4.018
H: 0.094 -3.324 3.232
C: -3.451 0.605 3.502
C: -4.844 1.094 3.246
O: -5.212 2.248 3.432
N: -5.770 0.208 2.812
C: -5.736 -1.187 3.168
H: -2.704 1.395 3.430
H: -3.154 -0.064 2.695
H: -3.183 -0.023 4.351
H: -6.686 0.602 2.650
H: -4.916 -1.749 2.720
H: -6.587 -1.757 2.794
H: -5.715 -1.280 4.254
C: 2.469 -2.355 -2.482
C: 2.171 -2.418 -1.017
O: 1.830 -1.394 -0.402
N: 2.370 -3.585 -0.383
C: 2.412 -3.678 1.050
H: 2.724 -1.308 -2.649
H: 1.657 -2.810 -3.048
H: 3.402 -2.907 -2.596
H: 2.728 -4.384 -0.888
H: 3.419 -3.500 1.425
H: 2.222 -4.737 1.224
H: 1.677 -2.995 1.477
C: -1.785 -1.296 -3.641
C: -1.560 -2.043 -2.398
O: -1.357 -1.387 -1.392
N: -1.447 -3.379 -2.443
C: -1.176 -4.219 -1.274
H: -2.672 -1.489 -4.244
H: -0.949 -1.598 -4.272
H: -1.700 -0.219 -3.494
H: -1.604 -3.818 -3.339
H: -1.966 -4.932 -1.041
H: -0.908 -3.714 -0.346
H: -0.381 -4.912 -1.549
C: 2.219 2.728 -2.954
C: 1.473 1.460 -3.373
O: 0.949 0.676 -2.595
N: 1.526 1.255 -4.695
C: 1.112 0.015 -5.250
H: 1.876 3.095 -1.986
H: 1.947 3.504 -3.668
H: 3.289 2.557 -2.838
H: 1.688 1.943 -5.417
H: 0.053 0.066 -5.504
H: 1.378 -0.825 -4.609
H: 1.630 -0.262 -6.168
C: -1.935 2.688 0.855
C: -1.767 2.843 -0.603
O: -1.576 1.821 -1.250
N: -1.822 4.035 -1.116
C: -1.511 4.387 -2.458
H: -0.965 2.593 1.344
H: -2.425 1.747 1.105
H: -2.505 3.504 1.299
H: -2.071 4.767 -0.466
H: -2.441 4.300 -3.020
H: -0.902 3.647 -2.978
H: -1.059 5.376 -2.533
C: -4.765 -0.858 -0.284
C: -5.316 -0.179 -1.597
O: -6.394 -0.501 -2.057
N: -4.528 0.744 -2.129
C: -4.800 1.515 -3.327
H: -5.676 -0.871 0.315
H: -4.064 -0.166 0.182
H: -4.343 -1.839 -0.502
H: -3.644 1.053 -1.752
H: -5.069 2.555 -3.145
H: -5.566 1.027 -3.930
H: -3.918 1.598 -3.963
C: 4.040 1.526 0.118
C: 2.972 2.404 0.747
O: 1.811 2.046 0.563
N: 3.430 3.377 1.551
C: 2.565 4.264 2.323
H: 4.254 0.727 0.828
H: 4.911 2.157 -0.060
H: 3.651 1.303 -0.876
H: 4.429 3.286 1.668
H: 3.049 4.667 3.213
H: 1.557 3.871 2.453
H: 2.482 5.162 1.711

The value obtained for the frontier orbital gap is 9.108 eV. The calculation puts the LUMO energy at -0.0646 Ha. The total energy comes out at -64856.2251 eV. Its charge is +1.